# C26H74N6O8

A cluster of 8 separate species, C26H74N6O8 in total at a distorted geometry (ωB97M-V/def2-TZVPD, the OMol25 dataset).

Each atom is followed by the atoms it is bonded to, with distances in Å.
Geometry (Å):
1 O -2.840 -0.393 6.473  C22 1.393, C32 1.407
2 O 0.761 1.597 -10.276  C15 1.403, C23 1.349
3 O 3.622 -0.527 5.921  C27 1.425, C28 1.382
4 O 2.409 7.928 4.554  C18 1.392, C25 1.353
5 O 1.239 -5.492 -5.079  C20 1.385, C29 1.422
6 O 0.237 0.890 -1.184  C19 1.456, C33 1.427
7 O -6.714 -4.550 -3.805  C38 1.352, H91 0.960
8 O -5.513 1.660 -2.939  C24 1.435, H102 0.960
9 N 4.764 -0.532 8.367  C21 1.440, H84 1.010, H112 1.010
10 N 4.485 -6.987 -6.123  C26 1.484, H58 1.010, H67 1.010
11 N -4.340 -2.441 5.868  C17 1.489, H70 1.010, H72 1.010
12 N 2.311 0.947 -12.686  C36 1.495, H62 1.010, H71 1.010
13 N -2.849 -1.076 -0.317  C40 1.372, H74 1.010, H113 1.010
14 N 2.171 8.700 8.190  C37 1.466, H43 1.010, H86 1.010
15 C 0.245 1.215 -9.028  O2 1.403, H47 1.090, H65 1.090, H111 1.090
16 C 2.696 -0.228 9.674  C21 1.571, H45 1.090, H59 1.090, H98 1.090
17 C -3.421 -2.686 7.013  N11 1.489, C22 1.576, C34 1.551, H42 1.090
18 C 1.825 8.211 5.786  O4 1.392, C37 1.553, H53 1.090, H55 1.090
19 C -0.016 2.291 -0.874  O6 1.456, H57 1.090, H64 1.090, H83 1.090
20 C 2.030 -6.503 -5.598  O5 1.385, C26 1.510, H103 1.090, H108 1.090
21 C 3.356 -0.836 8.384  N9 1.440, C16 1.571, C28 1.599, H101 1.090
22 C -3.043 -1.253 7.549  O1 1.393, C17 1.576, H69 1.090, H107 1.090
23 C 0.207 0.925 -11.306  O2 1.349, C36 1.523, H46 1.090, H66 1.090
24 C -5.278 0.930 -4.151  O8 1.435, H78 1.090, H85 1.090, H100 1.090
25 C 1.717 8.307 3.455  O4 1.353, H63 1.090, H92 1.090, H109 1.090
26 C 3.487 -6.164 -5.396  N10 1.484, C20 1.510, C31 1.521, H88 1.090
27 C 3.049 -0.172 4.665  O3 1.425, H44 1.090, H76 1.090, H110 1.090
28 C 2.862 -0.167 7.018  O3 1.382, C21 1.599, H51 1.090, H94 1.090
29 C -0.108 -5.911 -4.903  O5 1.422, H52 1.090, H80 1.090, H96 1.090
30 C 0.212 1.179 -13.838  C36 1.501, H60 1.090, H81 1.090, H90 1.090
31 C 3.815 -4.716 -5.730  C26 1.521, H54 1.090, H82 1.090, H89 1.090
32 C -2.677 0.963 6.815  O1 1.407, H48 1.090, H68 1.090, H79 1.090
33 C -0.822 0.001 -1.533  O6 1.427, C40 1.587, H50 1.090, H114 1.090
34 C -2.193 -3.553 6.635  C17 1.551, H77 1.090, H104 1.090, H105 1.090
35 C 2.867 6.562 7.499  C37 1.502, H41 1.090, H73 1.090, H75 1.090
36 C 0.915 1.462 -12.542  N12 1.495, C23 1.523, C30 1.501, H93 1.090
37 C 2.719 7.982 7.035  N14 1.466, C18 1.553, C35 1.502, H95 1.090
38 C -7.777 -3.717 -3.892  O7 1.352, H56 1.090, H87 1.090, H99 1.090
39 C -0.825 -2.095 0.037  C40 1.533, H49 1.090, H97 1.090, H106 1.090
40 C -1.511 -0.774 -0.331  N13 1.372, C33 1.587, C39 1.533, H61 1.090
41 H 1.943 5.986 7.453  C35 1.090
42 H -4.040 -3.352 7.613  C17 1.090
43 H 2.249 9.684 7.977  N14 1.010
44 H 3.479 -0.669 3.795  C27 1.090
45 H 2.761 0.856 9.767  C16 1.090
46 H 0.512 -0.121 -11.297  C23 1.090
47 H -0.835 1.077 -8.982  C15 1.090
48 H -3.665 1.251 7.174  C32 1.090
49 H -0.060 -2.376 -0.687  C39 1.090
50 H -1.613 0.718 -1.753  C33 1.090
51 H 2.823 0.918 7.108  C28 1.090
52 H -0.159 -6.524 -4.003  C29 1.090
53 H 1.488 9.245 5.860  C18 1.090
54 H 4.893 -4.612 -5.608  C31 1.090
55 H 0.956 7.553 5.804  C18 1.090
56 H -7.918 -3.032 -3.057  C38 1.090
57 H -0.438 2.811 -1.734  C19 1.090
58 H 5.397 -6.554 -6.093  N10 1.010
59 H 1.644 -0.507 9.614  C16 1.090
60 H -0.789 1.603 -13.923  C30 1.090
61 H -1.277 -0.209 0.572  C40 1.090
62 H 2.462 -0.048 -12.592  N12 1.010
63 H 0.728 7.890 3.265  C25 1.090
64 H -0.764 2.426 -0.093  C19 1.090
65 H 0.565 1.891 -8.235  C15 1.090
66 H -0.875 1.008 -11.408  C23 1.090
67 H 4.547 -7.850 -5.603  N10 1.010
68 H -2.522 1.607 5.950  C32 1.090
69 H -2.180 -1.330 8.210  C22 1.090
70 H -5.295 -2.327 6.176  N11 1.010
71 H 2.709 1.292 -11.825  N12 1.010
72 H -4.036 -1.524 5.571  N11 1.010
73 H 3.137 6.523 8.554  C35 1.090
74 H -3.048 -1.685 -1.098  N13 1.010
75 H 3.548 5.962 6.894  C35 1.090
76 H 3.110 0.896 4.456  C27 1.090
77 H -1.773 -3.109 5.732  C34 1.090
78 H -4.791 -0.008 -3.882  C24 1.090
79 H -1.933 1.160 7.587  C32 1.090
80 H -0.487 -6.579 -5.677  C29 1.090
81 H 0.212 0.091 -13.909  C30 1.090
82 H 3.486 -4.402 -6.720  C31 1.090
83 H 0.912 2.727 -0.506  C19 1.090
84 H 4.910 -0.765 7.395  N9 1.010
85 H -6.185 0.595 -4.655  C24 1.090
86 H 2.675 8.636 9.062  N14 1.010
87 H -7.531 -3.179 -4.808  C38 1.090
88 H 3.755 -6.198 -4.340  C26 1.090
89 H 3.398 -4.009 -5.012  C31 1.090
90 H 0.674 1.659 -14.700  C30 1.090
91 H -6.730 -4.892 -2.909  O7 0.960
92 H 2.370 8.102 2.606  C25 1.090
93 H 1.087 2.538 -12.576  C36 1.090
94 H 1.853 -0.522 6.813  C28 1.090
95 H 3.687 8.453 6.865  C37 1.090
96 H -0.687 -5.031 -4.622  C29 1.090
97 H -0.305 -2.058 0.994  C39 1.090
98 H 3.045 -0.609 10.633  C16 1.090
99 H -8.689 -4.292 -4.049  C38 1.090
100 H -4.750 1.489 -4.924  C24 1.090
101 H 3.208 -1.915 8.401  C21 1.090
102 H -5.129 1.140 -2.229  O8 0.960
103 H 1.785 -6.551 -6.659  C20 1.090
104 H -1.576 -3.584 7.533  C34 1.090
105 H -2.406 -4.609 6.471  C34 1.090
106 H -1.392 -3.003 0.243  C39 1.090
107 H -3.895 -0.894 8.127  C22 1.090
108 H 1.980 -7.484 -5.126  C20 1.090
109 H 1.736 9.397 3.423  C25 1.090
110 H 1.966 -0.284 4.626  C27 1.090
111 H 0.617 0.199 -8.902  C15 1.090
112 H 4.882 0.471 8.362  N9 1.010
113 H -2.908 -1.590 0.550  N13 1.010
114 H -0.581 -0.540 -2.448  C33 1.090

The value obtained for the HOMO-LUMO gap is 9.4 eV. As for the HOMO energy: -0.3360 hartree. The largest force on an atom is 5.07 eV/Å. The energy relative to the best compared isomer or geometry (same formula, charge and spin) is 172.4 kcal per mole. As for the SMILES: COC[C@H](C)N.COC[C@H](C)N.COC[C@H](C)N.COC[C@H](C)N.COC[C@H](C)N.COC[C@H](C)N.CO.CO.

These are the Mulliken partial charges, in e, on atoms 1 to 5: O -0.320; O -0.282; O -0.359; O -0.313; O -0.263

=====

# C26H74N6O8

A cluster of 8 separate species, C26H74N6O8 in total at a distorted geometry (ωB97M-V/def2-TZVPD, the OMol25 dataset).

Each atom is followed by the atoms it is bonded to, with distances in Å.
Geometry (Å):
1 O 6.344 29.029 40.976  C36 1.297, C38 1.389
2 O 6.737 22.080 40.270  C20 1.449, C23 1.368
3 O 11.127 27.886 40.235  C26 1.354, C33 1.455
4 O 5.719 27.078 42.926  C32 1.443, H111 1.071
5 O 9.980 28.487 45.126  C22 1.464, C40 1.417
6 O 5.510 28.809 46.698  C39 1.363, H104 0.875
7 O 2.920 23.044 42.508  C30 1.376, C31 1.399
8 O 5.983 24.063 46.673  C18 1.439, C37 1.432
9 N 9.747 29.802 41.957  C21 1.413, H85 1.124, H105 0.948
10 N 10.168 24.534 39.242  C19 1.499, H61 0.986, H64 1.075
11 N 6.527 21.174 44.231  C35 1.481, H68 1.122, H81 1.040
12 N 2.766 26.687 42.422  C29 1.385, H53 1.041, H78 0.936
13 N 13.564 27.441 45.677  C34 1.481, H89 1.028, H97 0.903
14 N 10.012 20.420 40.220  C15 1.455, H82 1.016, H100 1.093
15 C 8.888 21.099 39.593  N14 1.455, C16 1.562, C23 1.486, H51 1.089
16 C 8.274 19.928 38.762  C15 1.562, H43 1.009, H75 0.963, H94 1.120
17 C 12.391 26.808 43.639  C34 1.472, H45 1.158, H48 1.111, H69 1.082
18 C 4.725 24.520 47.201  O8 1.439, H57 1.157, H92 0.929, H107 1.204
19 C 9.940 25.933 39.729  N10 1.499, C26 1.482, C27 1.524, H49 0.923
20 C 5.879 22.453 41.376  O2 1.449, H76 0.926, H113 1.291, H114 1.019
21 C 8.373 29.565 42.187  N9 1.413, C24 1.536, C38 1.536, H63 1.051
22 C 11.148 27.880 45.766  O5 1.464, C34 1.680, H98 1.148, H112 1.098
23 C 7.947 21.563 40.646  O2 1.368, C15 1.486, H79 1.006, H88 1.063
24 C 7.935 30.659 43.172  C21 1.536, H60 1.059, H77 1.030, H87 1.053
25 C 3.048 25.264 40.572  C29 1.605, H46 1.012, H102 1.063, H109 1.024
26 C 11.252 26.621 39.769  O3 1.354, C19 1.482, H55 1.165, H59 1.048
27 C 9.298 25.867 41.110  C19 1.524, H52 1.084, H54 1.152, H58 1.123
28 C 8.069 23.004 44.797  C35 1.574, H70 1.043, H72 1.211, H73 1.096
29 C 2.426 25.398 42.046  N12 1.385, C25 1.605, C30 1.517, H108 0.972
30 C 3.022 24.341 42.957  O7 1.376, C29 1.517, H50 1.059, H86 1.036
31 C 1.644 22.470 42.527  O7 1.399, H66 1.037, H95 1.334, H103 1.124
32 C 6.617 26.619 43.958  O4 1.443, H56 1.136, H65 1.031, H74 1.143
33 C 12.304 28.741 40.229  O3 1.455, H67 1.063, H80 1.062, H83 1.147
34 C 12.472 27.785 44.737  N13 1.481, C17 1.472, C22 1.680, H90 1.114
35 C 6.890 22.104 45.325  N11 1.481, C28 1.574, C37 1.539, H62 1.040
36 C 5.894 28.631 39.826  O1 1.297, H44 1.216, H47 1.105, H110 1.157
37 C 5.699 22.902 45.885  O8 1.432, C35 1.539, H84 1.093, H101 1.229
38 C 7.633 29.529 40.841  O1 1.389, C21 1.536, H41 1.099, H99 1.112
39 C 4.333 28.862 46.013  O6 1.363, H91 1.120, H93 0.992, H96 1.207
40 C 8.911 28.471 46.056  O5 1.417, H42 1.032, H71 1.013, H106 1.212
41 H 7.485 30.491 40.331  C38 1.099
42 H 9.125 28.783 47.016  C40 1.032
43 H 7.412 20.280 38.373  C16 1.009
44 H 5.701 29.618 39.143  C36 1.216
45 H 13.375 26.861 43.031  C17 1.158
46 H 4.032 25.494 40.526  C25 1.012
47 H 6.542 27.831 39.425  C36 1.105
48 H 12.400 25.771 44.037  C17 1.111
49 H 9.389 26.321 39.099  C19 0.923
50 H 2.680 24.317 43.959  C30 1.059
51 H 9.102 22.093 39.203  C15 1.089
52 H 8.257 25.880 40.809  C27 1.084
53 H 3.801 26.800 42.401  N12 1.041
54 H 9.526 24.837 41.572  C27 1.152
55 H 11.757 26.464 38.731  C26 1.165
56 H 6.808 25.602 43.490  C32 1.136
57 H 3.897 25.023 46.568  C18 1.157
58 H 9.452 26.845 41.641  C27 1.123
59 H 11.989 25.976 40.141  C26 1.048
60 H 8.456 30.870 44.070  C24 1.059
61 H 10.193 24.321 38.280  N10 0.986
62 H 7.150 21.529 46.152  C35 1.040
63 H 8.171 28.749 42.817  C21 1.051
64 H 11.141 24.294 39.630  N10 1.075
65 H 6.160 26.827 44.858  C32 1.031
66 H 1.025 22.771 41.752  C31 1.037
67 H 13.105 28.098 40.503  C33 1.063
68 H 6.628 21.654 43.222  N11 1.122
69 H 11.622 26.825 42.878  C17 1.082
70 H 8.516 23.703 45.429  C28 1.043
71 H 8.444 27.574 46.110  C40 1.013
72 H 7.683 23.545 43.785  C28 1.211
73 H 8.821 22.313 44.400  C28 1.096
74 H 7.638 27.131 43.923  C32 1.143
75 H 8.843 19.755 38.005  C16 0.963
76 H 5.146 22.836 40.960  C20 0.926
77 H 6.981 30.612 43.558  C24 1.030
78 H 2.357 26.623 43.262  N12 0.936
79 H 8.397 22.246 41.232  C23 1.006
80 H 12.340 29.050 39.214  C33 1.062
81 H 5.847 20.389 44.280  N11 1.040
82 H 9.741 19.940 41.073  N14 1.016
83 H 12.208 29.545 41.041  C33 1.147
84 H 4.977 22.171 46.257  C37 1.093
85 H 9.989 28.886 41.353  N9 1.124
86 H 4.045 24.495 42.911  C30 1.036
87 H 7.901 31.475 42.507  C24 1.053
88 H 7.781 20.792 41.358  C23 1.063
89 H 14.355 27.561 45.032  N13 1.028
90 H 12.541 28.849 44.413  C34 1.114
91 H 4.585 28.399 45.025  C39 1.120
92 H 5.043 25.190 47.760  C18 0.929
93 H 3.619 28.371 46.496  C39 0.992
94 H 7.806 19.190 39.463  C16 1.120
95 H 1.395 22.483 43.837  C31 1.334
96 H 3.863 29.965 45.876  C39 1.207
97 H 13.644 26.556 45.838  N13 0.903
98 H 10.791 26.792 45.845  C22 1.148
99 H 8.227 28.780 40.272  C38 1.112
100 H 10.681 21.279 40.313  N14 1.093
101 H 5.215 23.285 44.822  C37 1.229
102 H 2.583 25.869 39.832  C25 1.063
103 H 1.772 21.404 42.196  C31 1.124
104 H 5.411 28.994 47.547  O6 0.875
105 H 10.153 29.592 42.787  N9 0.948
106 H 8.142 29.204 45.473  C40 1.212
107 H 4.332 23.587 47.852  C18 1.204
108 H 1.489 25.169 42.169  C29 0.972
109 H 3.054 24.320 40.176  C25 1.024
110 H 4.821 28.230 39.665  C36 1.157
111 H 6.262 27.313 42.033  O4 1.071
112 H 11.305 28.193 46.807  C22 1.098
113 H 5.603 21.339 41.968  C20 1.291
114 H 6.266 23.169 41.989  C20 1.019

The value obtained for the HOMO-LUMO gap is 9.0 eV. As for the HOMO energy: -0.3117 hartree. The largest force on an atom is 10.55 eV/Å. The energy relative to the best compared isomer or geometry (same formula, charge and spin) is 404.0 kcal per mole. As for the SMILES: COC[C@H](C)N.COC[C@H](C)N.COC[C@H](C)N.COC[C@H](C)N.COC[C@H](C)N.COC[C@H](C)N.CO.CO.

These are the Mulliken partial charges, in e, on atoms 1 to 5: O -0.287; O -0.529; O -0.306; O -0.085; O -0.090